{"formula": "C6H6S", "method": "the ωB97M-V functional and the def2-TZVPD basis", "species": ["S", "C", "C", "C", "C", "C", "C", "H", "H", "H", "H", "H", "H"], "xyz": [[-2.119868, 0.176959, -0.129500], [0.352088, 1.500617, -0.409465], [-0.911822, 1.368406, 0.413593], [-1.014703, -1.228101, 0.089299], [1.011528, 0.288883, -0.547148], [0.308194, 0.751514, 1.112998], [0.353230, -0.668497, 0.340276], [1.066948, -1.511327, 0.651024], [-1.497619, -1.841475, 0.840570], [-1.246054, 2.210047, 0.884993], [0.606495, 2.536621, -0.694862], [-0.948638, -1.803252, -0.756673], [2.119661, 0.104855, -0.892424]], "forces_ev_per_a": [[-0.868, 0.135, -0.499], [-0.779, 1.614, -0.755], [2.971, -3.536, -1.298], [-0.811, 1.391, 1.154], [1.026, -0.147, -0.939], [0.155, -0.908, 1.032], [1.224, -0.633, 1.406], [-0.912, 1.536, -0.068], [0.749, -0.151, 0.618], [-0.936, 2.145, 0.853], [0.707, -0.985, 0.071], [-0.182, -1.330, -2.364], [-2.344, 0.869, 0.787]], "lowdin_charge": [0.883, -0.150, -0.549, -0.435, -0.064, -0.011, -0.328, 0.160, 0.074, 0.065, 0.139, 0.045, 0.172], "homo_ev": -7.965, "smiles": "C1S[C@@H]2[C@@H]3[C@@H]4[C@H]1[C@@]432", "molar_mass_g_mol": 110.18, "homo_lumo_gap_ev": 8.740}